# 1
The following is a quantum chemistry calculation of a cluster of 4 separate species, C23H25N4O8 in total at a distorted geometry, from OMol25.

Structure (XYZ):
```
60
Properties=species:S:1:pos:R:3:forces:R:3
C -0.596 1.324 0.611 0.1 -0.7 0.5
C -0.982 -0.103 1.077 0.2 1.2 -0.4
C -2.187 -0.670 0.322 0.5 -0.6 1.0
N -3.376 -0.765 1.184 -0.3 0.5 -0.6
C -4.409 0.243 0.978 0.0 -0.3 0.5
C -1.884 -2.065 -0.283 -0.4 -0.7 -0.5
O -2.831 -2.570 -0.949 0.4 0.3 0.2
O -0.757 -2.563 -0.076 0.0 0.0 -0.1
H -1.443 1.864 0.218 -0.3 0.3 -0.1
H -0.172 1.879 1.440 0.1 0.3 0.1
H 0.176 1.252 -0.139 0.1 0.2 -0.5
H -0.116 -0.728 0.922 0.1 -0.4 0.0
H -1.154 -0.040 2.148 -0.3 -0.3 0.3
H -2.388 -0.012 -0.515 -0.3 0.1 -0.3
H -3.103 -0.764 2.150 0.2 -0.1 0.1
H -4.437 0.988 1.775 0.0 0.2 0.2
H -4.273 0.787 0.053 0.1 0.0 -0.3
H -5.387 -0.226 0.954 -0.3 -0.1 -0.1
C -1.951 -3.735 -4.816 0.0 0.1 -0.1
C -1.817 -3.291 -6.128 0.0 -0.1 0.1
C -2.373 -2.084 -6.511 0.1 0.0 -0.2
C -3.054 -1.336 -5.566 0.1 -0.2 0.1
C -3.201 -1.766 -4.258 -0.1 0.1 0.1
C -2.644 -2.978 -3.882 0.0 -0.4 0.0
N -3.627 -0.045 -5.970 0.0 -0.1 0.0
O -3.500 0.295 -7.132 0.0 0.0 -0.1
O -4.199 0.615 -5.129 -0.1 0.1 0.1
H -1.509 -4.677 -4.518 0.0 0.0 0.0
H -1.276 -3.886 -6.853 0.0 0.0 0.0
H -2.273 -1.734 -7.527 -0.1 0.1 0.0
H -3.734 -1.175 -3.528 0.0 0.0 0.0
H -2.749 -3.318 -2.855 0.1 0.2 0.1
C 5.274 -0.107 -2.559 0.0 0.0 0.0
C 5.511 1.259 -2.646 0.0 -0.1 0.0
C 4.820 2.136 -1.827 0.1 0.2 -0.1
C 3.905 1.626 -0.927 0.1 -0.1 -0.1
C 3.651 0.271 -0.830 -0.1 -0.2 0.1
C 4.343 -0.599 -1.656 0.1 0.0 -0.1
N 3.176 2.547 -0.043 0.0 -0.1 -0.1
O 3.377 3.738 -0.170 0.1 0.1 0.0
O 2.412 2.053 0.755 0.0 0.1 0.3
H 5.816 -0.790 -3.200 0.0 0.0 0.0
H 6.234 1.641 -3.354 0.0 0.0 0.0
H 4.997 3.199 -1.893 -0.1 0.0 0.1
H 2.922 -0.108 -0.128 0.0 0.1 0.0
H 4.153 -1.661 -1.594 0.0 0.0 0.0
C 2.118 1.535 4.313 0.0 0.0 0.0
C 1.710 0.235 4.581 0.0 0.1 0.0
C 1.035 -0.053 5.756 0.0 -0.2 -0.1
C 0.775 0.973 6.645 0.1 0.0 -0.2
C 1.174 2.272 6.397 0.0 0.2 0.0
C 1.850 2.551 5.221 0.0 -0.1 0.0
N 0.046 0.677 7.887 0.1 0.0 0.0
O -0.272 -0.474 8.096 0.0 -0.1 0.0
O -0.191 1.602 8.637 0.0 0.1 0.1
H 2.636 1.758 3.390 0.0 0.0 0.0
H 1.914 -0.555 3.871 0.0 0.0 0.0
H 0.715 -1.063 5.967 -0.1 0.0 0.1
H 0.963 3.059 7.104 -0.1 -0.1 0.1
H 2.166 3.563 5.009 0.0 0.0 0.0
```
Positions in Å, forces in eV/Å.

As for the charge: -1.

# 2
The following is a quantum chemistry calculation of a structure of composition C23H26BaClIN4O4Te, from OMol25.

Structure (XYZ):
```
61
Properties=species:S:1:pos:R:3:forces:R:3
Ba -2.108 1.571 1.894 -0.1 0.2 0.0
C 0.401 -5.361 2.830 0.0 0.0 0.0
O -0.605 -5.506 1.852 0.0 0.0 0.0
C -1.385 -4.406 1.607 0.0 0.0 0.0
C -2.341 -4.573 0.581 0.0 0.0 0.0
C -3.145 -3.510 0.269 0.0 0.0 0.0
C -3.077 -2.260 0.919 -0.1 0.0 0.0
C -4.019 -1.194 0.589 0.0 0.0 0.0
C -4.838 -1.236 -0.693 0.0 0.0 0.0
O -4.182 -0.190 1.279 0.1 -0.1 -0.1
C -2.090 -2.081 1.965 0.0 0.0 -0.1
O -1.886 -0.997 2.573 0.0 0.0 0.1
C -1.268 -3.223 2.279 0.0 0.1 0.0
H 0.928 -6.313 2.870 0.0 0.0 0.0
H -0.025 -5.140 3.813 0.0 0.0 0.0
H 1.102 -4.565 2.566 0.0 0.0 0.0
H -2.416 -5.524 0.071 0.0 0.0 0.0
H -3.884 -3.656 -0.507 0.0 0.0 0.0
H -4.771 -2.146 -1.281 0.0 0.0 0.0
H -4.474 -0.402 -1.296 0.0 0.0 0.0
H -5.878 -1.030 -0.441 0.0 0.0 0.0
H -0.531 -3.055 3.051 0.0 0.0 0.0
Cl 5.290 4.698 -0.025 0.0 0.0 0.0
C 3.912 3.689 0.416 0.0 0.0 0.0
C 2.753 4.284 0.853 0.0 0.0 0.0
C 1.636 3.533 1.202 -0.1 0.1 0.0
I -0.257 4.427 1.719 0.1 0.0 0.0
C 1.614 2.120 1.115 0.0 0.0 0.0
O 0.587 1.415 1.362 0.0 0.0 0.0
C 2.875 1.499 0.691 0.0 0.0 0.0
N 2.919 0.146 0.642 0.0 0.0 0.0
C 4.013 -0.450 0.247 0.0 0.0 0.0
C 5.175 0.240 -0.148 0.0 0.0 0.0
C 5.169 1.604 -0.104 0.0 0.0 0.0
C 4.010 2.289 0.328 0.0 0.0 0.0
H 2.709 5.366 0.917 0.0 0.0 0.0
H 3.995 -1.538 0.231 0.0 0.0 0.0
H 6.052 -0.308 -0.474 0.0 0.0 0.0
H 6.040 2.176 -0.394 0.0 0.0 0.0
Te -3.598 4.591 2.309 0.1 -0.1 0.0
C -1.924 3.114 -1.843 0.0 -0.2 0.1
N -0.732 2.275 -1.921 -0.1 0.1 -0.1
C 0.513 3.021 -2.003 0.0 0.0 0.0
C -0.784 1.003 -1.417 0.0 0.0 0.0
N -1.829 0.606 -0.768 -0.1 0.0 0.1
N 0.326 0.208 -1.653 0.0 0.0 0.0
C 0.914 0.156 -2.974 0.0 0.0 0.0
C 0.432 -1.023 -0.895 0.0 0.0 0.0
H -1.917 3.810 -2.685 0.0 0.0 0.0
H -1.964 3.687 -0.910 0.0 0.0 0.0
H -2.817 2.493 -1.884 0.1 0.0 -0.1
H 0.470 3.878 -1.327 0.0 0.0 0.0
H 0.679 3.389 -3.023 0.0 0.0 0.0
H 1.354 2.403 -1.702 0.0 0.0 0.0
H -1.785 -0.396 -0.604 0.0 0.0 0.0
H 0.592 1.006 -3.569 0.0 0.0 0.0
H 0.611 -0.761 -3.498 0.0 0.0 0.0
H 2.007 0.167 -2.910 0.0 0.0 0.0
H -0.292 -1.785 -1.226 0.0 0.0 0.0
H 0.307 -0.811 0.166 0.0 0.0 0.0
H 1.437 -1.421 -1.032 0.0 0.0 0.0
```
Positions in Å, forces in eV/Å.

As for the charge: -2. The value obtained for the relative energy (zero: lowest compared OMol25 entry of this formula, charge and spin) is 0.554 eV.

# 3
The following is a quantum chemistry calculation of a structure of composition C23H26BeOS at a distorted geometry, from OMol25.

Structure (XYZ):
```
52
Properties=species:S:1:pos:R:3:forces:R:3
Be 1.350 0.424 -1.412 0.5 0.2 0.4
C 2.439 2.573 -3.641 -0.1 0.0 -0.1
C 2.477 1.829 -2.345 0.1 0.0 0.1
C 3.172 0.607 -2.238 0.3 0.2 0.1
C 3.355 -0.040 -1.002 0.1 0.2 0.0
C 4.143 -1.307 -0.928 0.0 -0.2 0.0
C 2.762 0.526 0.140 0.2 0.2 -0.1
C 2.017 1.715 0.073 0.2 0.0 0.0
C 1.431 2.335 1.299 -0.2 0.0 0.1
C 1.853 2.333 -1.185 0.3 0.1 0.0
H 2.163 1.923 -4.471 0.0 0.0 0.0
H 3.442 2.950 -3.852 0.0 0.0 0.0
H 1.758 3.420 -3.603 0.0 0.0 0.0
H 3.680 0.217 -3.113 -0.3 -0.2 -0.1
H 3.762 -2.043 -1.637 0.0 0.0 0.0
H 4.126 -1.742 0.068 0.0 0.0 0.0
H 5.183 -1.118 -1.201 0.0 0.1 0.0
H 2.955 0.075 1.106 -0.3 -0.2 0.0
H 2.019 3.215 1.570 0.0 0.0 0.0
H 1.444 1.652 2.146 0.0 0.0 0.0
H 0.408 2.671 1.124 0.0 0.0 0.0
H 1.343 3.286 -1.235 -0.3 -0.1 -0.1
O 0.358 -0.616 -1.496 -0.9 -0.9 -0.3
S -0.696 -1.689 -1.035 0.2 0.6 0.3
C -0.405 -1.642 0.760 0.1 0.0 -0.1
C -1.257 -2.558 1.590 -0.2 0.0 -0.1
C -1.317 -3.926 1.338 0.0 0.0 -0.1
C -2.068 -4.749 2.162 0.0 0.0 0.0
C -2.752 -4.213 3.245 0.0 0.0 0.0
C -2.687 -2.851 3.504 0.0 0.0 0.0
C -1.948 -2.023 2.674 0.0 0.0 0.0
C -2.266 -0.781 -1.240 0.0 0.1 0.1
C -2.264 0.581 -0.619 0.0 0.0 0.1
C -1.772 1.685 -1.315 0.0 0.0 0.0
C -1.813 2.947 -0.736 0.0 0.1 0.0
C -2.338 3.117 0.538 0.0 0.0 0.0
C -2.831 2.020 1.233 0.0 0.0 0.0
C -2.797 0.760 0.656 0.0 0.0 0.0
H -0.548 -0.598 1.046 0.1 0.0 0.0
H 0.652 -1.914 0.819 0.0 0.1 0.0
H -0.771 -4.354 0.504 0.0 0.0 0.0
H -2.115 -5.810 1.961 0.0 0.0 0.0
H -3.333 -4.856 3.891 0.0 0.0 0.0
H -3.209 -2.430 4.353 0.0 0.0 0.0
H -1.896 -0.960 2.883 0.0 0.0 0.0
H -3.028 -1.431 -0.804 0.1 -0.1 0.0
H -2.408 -0.752 -2.321 0.0 -0.1 0.0
H -1.430 1.571 -2.338 0.0 0.0 0.0
H -1.472 3.809 -1.295 0.0 0.0 0.0
H -2.400 4.105 0.974 0.0 0.0 0.0
H -3.266 2.148 2.216 0.0 0.0 0.0
H -3.208 -0.089 1.191 0.0 0.0 -0.1
```
Positions in Å, forces in eV/Å.

As for the charge: +2. The value obtained for the relative energy (zero: lowest compared OMol25 entry of this formula, charge and spin) is 0.216 eV.

# 4
The following is a quantum chemistry calculation of a cluster of 5 separate species, C23H26BrClIN5OSi in total at a distorted geometry, from OMol25.

Structure (XYZ):
```
59
Properties=species:S:1:pos:R:3:forces:R:3
C -0.116 -1.358 -4.124 0.3 -0.5 0.3
C -1.191 -1.978 -5.117 1.9 -0.2 -3.8
O -0.832 -2.136 -6.312 -1.3 0.6 4.0
N -2.551 -2.429 -4.759 1.1 1.8 1.3
C -2.445 -3.526 -3.737 -0.8 -0.9 0.8
Si -3.612 -1.100 -4.244 -0.5 -0.1 -0.3
Cl -3.634 0.512 -5.660 0.2 -1.5 1.3
Br -3.139 -0.324 -2.118 -0.2 -0.3 -1.2
I -5.896 -2.114 -4.042 0.9 0.5 -0.2
H -0.493 -0.473 -3.515 0.3 -1.2 -0.9
H 0.252 -2.146 -3.373 -0.8 1.0 -1.0
H 0.810 -1.073 -4.742 -1.7 -0.3 0.8
H -1.464 -4.085 -3.892 -1.5 0.6 0.2
H -3.364 -4.204 -3.883 1.6 0.8 0.1
H -2.488 -3.173 -2.655 0.3 -0.4 -1.3
N -1.304 -3.821 -0.527 0.1 0.1 0.6
C -2.144 -4.180 0.457 0.2 0.1 -0.5
C -1.946 -3.867 1.792 0.1 0.1 0.0
C -0.813 -3.144 2.135 0.0 0.0 0.1
C 0.073 -2.762 1.138 0.0 -0.1 0.1
C -0.217 -3.120 -0.167 -0.4 -0.3 -0.2
H -3.013 -4.747 0.139 0.0 0.0 0.1
H -2.659 -4.181 2.544 0.0 0.0 -0.1
H -0.622 -2.881 3.169 0.0 0.0 -0.1
H 0.967 -2.196 1.371 -0.1 0.1 0.0
H 0.443 -2.841 -0.982 0.0 0.0 0.1
N -1.349 0.103 3.598 0.3 0.4 0.3
C -0.506 0.854 2.874 -0.4 -0.4 0.1
C 0.292 1.852 3.408 0.0 0.1 0.2
C 0.214 2.095 4.771 0.0 0.1 0.0
C -0.651 1.335 5.545 0.1 0.0 -0.1
C -1.404 0.357 4.915 -0.1 -0.2 -0.5
H -0.483 0.629 1.812 0.1 0.0 0.0
H 0.956 2.425 2.775 -0.1 0.0 0.1
H 0.822 2.869 5.227 0.0 0.0 0.0
H -0.738 1.497 6.612 0.0 0.0 0.0
H -2.092 -0.266 5.477 0.0 0.1 0.0
N 0.818 3.345 -0.033 -0.3 0.6 -0.1
C 1.479 4.199 -0.829 -0.1 -0.4 0.3
C 0.955 5.401 -1.276 -0.1 0.0 0.0
C -0.330 5.744 -0.881 0.0 0.1 0.0
C -1.037 4.879 -0.059 0.1 0.1 -0.1
C -0.423 3.702 0.336 0.4 -0.3 -0.1
H 2.478 3.886 -1.114 0.0 0.1 0.0
H 1.536 6.053 -1.916 0.0 -0.1 0.0
H -0.776 6.676 -1.210 0.0 -0.1 0.0
H -2.042 5.114 0.269 0.0 0.0 0.0
H -0.934 2.995 0.982 -0.1 0.1 0.0
N 2.645 -0.233 1.562 0.6 0.1 -0.3
C 2.923 1.020 1.169 -0.3 -0.5 0.3
C 4.122 1.396 0.586 0.1 -0.2 0.0
C 5.095 0.425 0.400 0.1 0.1 -0.1
C 4.834 -0.878 0.799 0.0 0.1 0.0
C 3.603 -1.154 1.369 -0.5 0.3 0.1
H 2.135 1.743 1.337 0.1 0.0 -0.2
H 4.292 2.422 0.285 0.0 0.0 0.0
H 6.047 0.680 -0.052 -0.1 0.0 0.0
H 5.571 -1.661 0.670 -0.1 0.0 0.0
H 3.350 -2.159 1.694 0.1 0.0 0.0
```
Positions in Å, forces in eV/Å.

As for the charge: 0. As for the structure (SMILES): CC(=O)N(C)[Si@](Cl)(Br)I.c1ccncc1.c1ccncc1.c1ccncc1.c1ccncc1.

Computed lowest unoccupied orbital energy, in the same sequence as the records: 0.0427; 0.1488; -0.2438; -0.0056 Eh.
Computed DFT total energy, in the same sequence as the records: -1712.15754; -2463.57325; -1379.72526; -4862.54868 Ha.